(1)
Below is a cluster of 3 separate species, C3H8O2S in total in a non-equilibrium geometry, with properties calculated with wB97M-V/def2-TZVPD.

Geometry (Å):
C (-2.777, -3.008, -0.670)
C (1.642, 0.760, 0.767)
C (-0.847, 1.230, -0.427)
O (0.202, -1.147, 0.141)
O (-3.212, -3.559, 0.198)
S (-0.114, 0.218, 0.906)
H (-1.743, -0.745, 1.140)
H (2.277, 0.344, 0.005)
H (1.801, 1.831, 0.895)
H (1.960, 0.205, 1.733)
H (-0.587, 2.346, -0.234)
H (-0.367, 0.877, -1.419)
H (-1.914, 1.062, -0.371)
H (-0.346, -1.919, 0.530)

## Properties
Kohn-Sham gap: 7.920 eV
Relative energy (zero: lowest compared OMol25 entry of this formula, charge and spin): 117.5 kcal/mol
Total charge: 0
LUMO level: 0.748 eV



(2)
Below is a structure of composition C26H18BrF3I2N3O3Pm in a non-equilibrium geometry, with properties calculated with wB97M-V/def2-TZVPD.

Geometry (Å):
Pm (7.340, -13.567, -9.116)
O (5.683, -12.088, -3.816)
C (5.208, -11.025, -4.593)
C (4.325, -10.089, -4.100)
C (3.945, -9.031, -4.973)
C (4.540, -8.900, -6.200)
C (5.318, -9.884, -6.713)
C (5.672, -10.994, -5.921)
C (6.527, -12.072, -6.414)
O (6.869, -11.996, -7.765)
N (5.866, -13.344, -6.131)
N (6.257, -14.385, -6.938)
C (5.598, -15.539, -6.726)
C (5.754, -16.682, -7.522)
Br (6.128, -16.406, -9.491)
C (5.518, -18.013, -7.156)
C (5.207, -18.568, -5.860)
C (5.828, -18.084, -4.637)
C (5.561, -18.748, -3.433)
C (4.800, -19.960, -3.416)
C (4.202, -20.427, -4.602)
C (4.366, -19.695, -5.793)
H (6.141, -11.703, -3.025)
H (3.925, -10.107, -3.045)
H (3.322, -8.140, -4.689)
H (4.392, -8.022, -6.760)
H (5.845, -9.733, -7.676)
H (7.518, -12.066, -5.792)
H (5.823, -13.567, -5.104)
H (4.847, -15.595, -5.919)
H (5.306, -18.645, -8.017)
H (6.516, -17.207, -4.658)
H (5.926, -18.293, -2.497)
H (4.640, -20.502, -2.504)
H (3.584, -21.320, -4.571)
H (3.793, -19.961, -6.706)
I (10.438, -9.916, -11.622)
C (11.083, -11.441, -10.328)
C (12.405, -11.595, -9.958)
C (12.852, -12.631, -9.131)
I (14.934, -12.734, -8.618)
C (11.948, -13.593, -8.632)
C (12.251, -14.642, -7.749)
C (11.228, -15.443, -7.239)
C (9.915, -15.145, -7.662)
N (9.583, -14.274, -8.601)
C (10.594, -13.468, -9.089)
C (10.137, -12.457, -10.039)
O (8.892, -12.559, -10.433)
H (13.113, -10.798, -10.164)
H (13.297, -14.673, -7.376)
H (11.464, -16.261, -6.548)
H (9.133, -15.670, -7.096)
F (4.528, -13.935, -11.761)
C (5.776, -13.373, -11.203)
F (6.666, -13.150, -12.298)
F (5.354, -12.036, -10.706)

## Properties
Kohn-Sham gap (spin up / spin down): 6.208 / 6.199 eV
Relative energy (zero: lowest compared OMol25 entry of this formula, charge and spin): 0.0 kcal/mol
Total charge: 0
⟨S²⟩: 6.005
LUMO level (spin up / spin down): -1.534 / -1.542 eV
Spin multiplicity: 5



(3)
Below is a cluster of 2 separate species, C5H6N in total in a non-equilibrium geometry, with properties calculated with wB97M-V/def2-TZVPD.

Geometry (Å):
C (1.328, -1.835, -1.111)
C (0.859, 1.537, -0.105)
C (0.945, 1.111, 1.152)
C (0.666, 0.125, 0.191)
C (-1.812, -0.250, 0.259)
N (0.944, -0.917, -0.502)
H (1.382, -2.590, -1.923)
H (0.724, 2.366, -0.730)
H (0.954, 1.367, 2.176)
H (-1.772, -1.362, 0.068)
H (-2.215, 0.178, -0.680)
H (-2.002, 0.270, 1.207)

## Properties
Kohn-Sham gap (spin up / spin down): 7.805 / 7.756 eV
Relative energy (zero: lowest compared OMol25 entry of this formula, charge and spin): 179.9 kcal/mol
Total charge: +1
LUMO level (spin up / spin down): -4.753 / -5.307 eV



(4)
Below is a structure of composition C25H53B3ClF4LiN2O19S2V in a non-equilibrium geometry, with properties calculated with wB97M-V/def2-TZVPD.

Geometry (Å):
C (-0.335, -1.129, 3.172)
O (-1.007, 0.044, 3.597)
C (-2.385, 0.041, 3.298)
C (-2.675, 0.296, 1.812)
C (-3.931, -0.452, 1.294)
B (-3.703, -1.118, -0.096)
O (-4.016, -2.452, -0.360)
B (-2.828, -3.096, -0.687)
O (-1.956, -2.491, -1.555)
B (-1.869, -1.100, -1.359)
C (-0.509, -0.363, -1.309)
N (-0.618, 1.045, -1.756)
O (-3.102, -0.450, -1.148)
H (0.590, -1.227, 3.727)
H (-0.071, -1.073, 2.112)
H (-0.957, -2.012, 3.312)
H (-2.884, -0.875, 3.629)
H (-2.791, 0.884, 3.852)
H (-1.777, 0.025, 1.262)
H (-2.851, 1.356, 1.663)
H (-4.266, -1.183, 2.031)
H (-4.724, 0.292, 1.219)
H (-2.599, -4.160, -0.193)
H (-0.130, -0.351, -0.280)
H (0.244, -0.859, -1.922)
H (-1.183, 1.078, -2.595)
H (0.310, 1.296, -2.087)
C (-4.286, 6.270, 2.267)
C (-3.954, 5.884, 3.701)
O (-4.823, 4.952, 4.311)
C (-4.692, 3.552, 4.021)
O (-3.486, 3.034, 4.109)
C (-5.287, 3.192, 2.637)
F (-6.407, 3.880, 2.334)
F (-5.667, 1.861, 2.649)
F (-4.464, 3.315, 1.610)
H (-5.361, 6.402, 2.148)
H (-3.782, 7.202, 2.009)
H (-3.953, 5.523, 1.551)
H (-4.046, 6.777, 4.321)
H (-2.904, 5.563, 3.781)
H (-5.441, 3.143, 4.731)
O (5.134, 1.603, -0.377)
S (4.074, 2.232, -1.110)
O (3.514, 1.626, -2.266)
O (4.522, 3.726, -1.452)
C (5.794, 3.888, -2.123)
C (5.706, 3.572, -3.601)
C (2.767, 2.647, -0.004)
H (6.555, 3.280, -1.631)
H (6.070, 4.931, -1.984)
H (5.520, 2.512, -3.770)
H (6.642, 3.841, -4.091)
H (4.888, 4.122, -4.064)
H (3.184, 3.157, 0.861)
H (2.297, 1.711, 0.291)
H (2.055, 3.277, -0.529)
O (-0.980, -6.748, -2.498)
V (-0.279, -6.263, -1.090)
O (0.488, -5.713, 0.279)
C (-0.531, -3.232, -4.600)
O (0.622, -4.039, -4.447)
C (0.819, -4.940, -5.512)
C (1.840, -4.441, -6.518)
O (1.427, -3.283, -7.215)
C (1.998, -2.061, -6.711)
H (-0.437, -2.401, -3.909)
H (-0.605, -2.828, -5.611)
H (-1.433, -3.814, -4.363)
H (-0.129, -5.157, -6.016)
H (1.189, -5.874, -5.074)
H (1.982, -5.229, -7.269)
H (2.801, -4.264, -6.021)
H (3.038, -1.987, -7.060)
H (1.969, -1.956, -5.614)
H (1.426, -1.237, -7.128)
O (-8.193, 0.276, 2.275)
H (-8.876, 0.724, 2.808)
H (-8.051, -0.647, 2.568)
H (-7.349, 0.783, 2.284)
Cl (1.476, -0.276, -4.200)
Li (-1.653, 3.443, 4.424)
O (-1.589, -8.494, 0.069)
S (-1.873, -9.943, 0.434)
O (-0.710, -10.661, -0.103)
O (-3.115, -10.298, -0.239)
O (-1.956, -10.036, 1.885)
C (8.861, 8.178, -0.871)
C (7.705, 7.578, -1.639)
O (7.866, 6.972, -2.683)
N (6.457, 7.738, -1.116)
C (6.076, 8.418, 0.104)
H (9.777, 7.966, -1.411)
H (8.747, 9.259, -0.782)
H (8.931, 7.741, 0.126)
H (5.729, 7.317, -1.672)
H (5.573, 7.724, 0.780)
H (5.388, 9.236, -0.120)
H (6.946, 8.824, 0.607)
F (0.654, -3.978, 4.502)
C (-0.078, -5.120, 4.409)
C (-0.526, -5.538, 3.173)
C (-1.269, -6.705, 3.088)
C (-1.549, -7.436, 4.235)
C (-1.087, -6.996, 5.468)
C (-0.341, -5.828, 5.564)
H (-0.301, -4.959, 2.288)
H (-1.626, -7.051, 2.127)
H (-2.126, -8.348, 4.157)
H (-1.308, -7.564, 6.363)
H (0.036, -5.471, 6.514)

## Properties
Kohn-Sham gap: 2.106 eV
Total charge: -1
LUMO level: -2.120 eV